A 3-piece molecular cluster, C16H29F6O7P overall. Source: the OMol25 dataset; level of theory: the ωB97M-V functional and the def2-TZVPD basis.

Structure (XYZ):
```
59
Properties=species:S:1:pos:R:3:nbo_charge:R:1
C -1.9762 -0.7302 -6.0338 -0.6676
C -2.4865 -1.8729 -4.9706 -0.0829
O -3.1893 -1.3515 -3.7881 -0.5622
C -2.3024 -0.5835 -2.9003 -0.4077
P -1.1881 -1.6573 -1.7612 0.8063
C 0.1005 -2.6083 -0.7082 -0.7704
C 1.6091 -2.4026 -1.4003 -0.1025
O 2.1376 -1.0402 -1.2172 -0.5574
C 2.9118 -0.9025 0.0261 0.7960
O 3.9110 -1.7197 0.4240 -0.5919
C 2.5776 0.3778 1.0098 -0.5011
C 3.5097 1.6545 0.5738 -0.6285
H -1.0868 -0.0859 -5.5658 0.2140
H -2.8706 -0.0325 -6.4053 0.2233
H -1.5478 -1.2987 -6.9922 0.2201
H -1.5872 -2.5877 -4.7394 0.1722
H -3.2833 -2.5387 -5.5598 0.1957
H -3.0202 0.0234 -2.1642 0.1944
H -1.6402 0.2216 -3.4326 0.1792
H -0.7905 -0.4255 -1.0666 -0.0414
H -2.3156 -2.3602 -1.1799 -0.0233
H -0.4709 -2.0707 -2.9399 -0.0817
H 0.1617 -2.1253 0.3602 0.2183
H -0.1393 -3.7564 -0.6988 0.2243
H 2.2785 -3.2517 -0.9168 0.2214
H 1.6059 -2.6139 -2.5577 0.2006
H 1.4431 0.6382 0.8823 0.2301
H 2.7814 0.0764 2.1461 0.2399
H 3.1800 2.6490 1.1217 0.2263
H 4.6328 1.4007 0.8871 0.2246
H 3.5033 1.7734 -0.6010 0.2278
C -3.7383 5.3643 -0.8367 -0.6379
C -3.9027 4.4151 -2.0089 -0.0786
O -2.6508 4.2311 -2.6874 -0.4790
C -1.7981 3.3071 -2.1402 0.6875
O -2.0510 2.6574 -1.1293 -0.5318
C -0.5325 3.1753 -2.9853 0.9006
F -0.0275 4.3826 -3.3715 -0.3073
F -0.7532 2.4720 -4.1328 -0.3091
F 0.4792 2.5341 -2.3348 -0.3046
H -3.2948 6.3095 -1.1658 0.2163
H -4.7040 5.5705 -0.3669 0.2237
H -3.0675 4.9444 -0.0805 0.2221
H -4.5972 4.8484 -2.7364 0.1994
H -4.3246 3.4534 -1.6947 0.2022
C 3.5943 -1.7725 4.8974 -0.6372
C 3.0205 -1.0057 6.0740 -0.0788
O 1.6622 -1.4012 6.3190 -0.4822
C 1.4904 -2.5422 7.0599 0.6842
O 2.4166 -3.2159 7.5031 -0.5259
C 0.0053 -2.8184 7.2871 0.9001
F -0.7410 -2.6546 6.1567 -0.3094
F -0.5340 -1.9844 8.2217 -0.3090
F -0.2412 -4.0866 7.7213 -0.3034
H 2.9567 -1.6577 4.0150 0.2149
H 4.6000 -1.4169 4.6566 0.2258
H 3.6481 -2.8442 5.1137 0.2251
H 3.0021 0.0641 5.8401 0.1953
H 3.6339 -1.1274 6.9743 0.2011
```

Multiplicity: 1
Kohn-Sham gap, eV: 8.52
E_LUMO, eV: 0.4
HOMO level, eV: -8.09
Molar mass, u: 478.4
DFT total energy, eV: -56981.661